{"formula": "C24H38As3N4O4RbS", "method": "ωB97M-V/def2-TZVPD", "species": ["Rb", "C", "As", "C", "C", "C", "C", "C", "As", "C", "C", "C", "As", "C", "C", "H", "H", "H", "H", "H", "H", "H", "H", "H", "H", "H", "H", "H", "H", "H", "H", "H", "H", "H", "H", "H", "H", "H", "H", "H", "H", "H", "C", "C", "N", "C", "C", "N", "C", "O", "O", "C", "O", "O", "H", "H", "H", "H", "H", "N", "C", "N", "C", "C", "C", "C", "C", "C", "S", "H", "H", "H", "H", "H", "H"], "positions_angstrom": [[-0.14, -0.29, 0.16], [5.20, 0.38, 0.03], [3.29, 0.04, 0.29], [2.70, 1.07, -1.28], [2.80, 1.42, 1.62], [2.96, 1.07, 3.11], [2.59, 2.32, 3.91], [2.09, -0.12, 3.54], [0.12, 0.12, 3.42], [-0.25, 0.73, 5.24], [-0.29, -1.78, 3.71], [4.44, 0.71, 3.37], [4.92, 0.23, 5.23], [6.85, 0.48, 5.00], [4.93, -1.72, 5.01], [5.79, -0.15, 0.77], [5.43, 1.44, 0.08], [5.48, 0.01, -0.96], [3.19, 2.04, -1.28], [1.62, 1.27, -1.28], [2.96, 0.52, -2.18], [1.77, 1.72, 1.40], [3.42, 2.30, 1.38], [1.59, 2.67, 3.65], [3.28, 3.13, 3.69], [2.62, 2.13, 4.99], [2.28, -0.37, 4.59], [2.34, -1.01, 2.95], [0.34, 0.16, 5.97], [-1.31, 0.59, 5.45], [-0.01, 1.78, 5.33], [0.28, -2.19, 4.54], [-0.06, -2.36, 2.81], [-1.36, -1.88, 3.92], [5.07, 1.55, 3.09], [4.74, -0.14, 2.75], [7.07, 1.54, 4.95], [7.21, -0.01, 4.09], [7.37, 0.06, 5.86], [3.91, -2.10, 4.98], [5.44, -2.18, 5.86], [5.44, -2.01, 4.09], [-4.58, -1.24, -0.29], [-4.11, 0.17, -0.18], [-2.86, 0.54, -0.03], [-2.88, 1.93, 0.02], [-4.17, 2.37, -0.12], [-4.93, 1.23, -0.24], [-4.90, 3.66, -0.16], [-4.19, 4.75, -0.01], [-6.10, 3.65, -0.32], [-1.62, 2.78, 0.15], [-1.79, 4.01, 0.25], [-0.54, 2.17, 0.14], [-3.76, -1.92, -0.06], [-4.93, -1.47, -1.30], [-5.41, -1.44, 0.39], [-5.93, 1.27, -0.36], [-3.19, 4.49, 0.12], [2.05, -3.57, 1.01], [0.99, -3.99, 0.26], [0.28, -3.18, -0.47], [-0.75, -3.87, -1.09], [-1.69, -3.31, -1.95], [-2.67, -4.12, -2.49], [-2.73, -5.48, -2.19], [-1.80, -6.05, -1.34], [-0.82, -5.24, -0.80], [0.48, -5.66, 0.29], [2.45, -2.68, 0.75], [2.70, -4.26, 1.34], [-1.65, -2.25, -2.19], [-3.40, -3.69, -3.17], [-3.50, -6.09, -2.63], [-1.84, -7.11, -1.11]], "mulliken_charge": [0.985, -1.279, 0.268, -1.064, -1.502, 2.267, -2.249, -1.343, 0.476, -1.265, -0.972, -1.686, 0.228, -1.186, -1.047, 0.359, 0.364, 0.442, 0.329, 0.268, 0.385, 0.444, 0.674, 0.492, 0.440, 0.440, 0.587, 0.232, 0.350, 0.420, 0.368, 0.371, 0.118, 0.381, 0.636, 0.302, 0.353, 0.336, 0.395, 0.245, 0.417, 0.307, -1.220, 0.184, -0.037, 0.509, -0.115, 0.029, 0.552, -0.564, -0.670, 0.216, -0.860, -0.581, 0.208, 0.281, 0.388, 0.222, 0.480, -0.180, 0.401, -0.237, -0.215, -0.590, -0.628, -0.555, -0.434, 0.825, -0.318, -0.080, 0.256, 0.446, 0.427, 0.382, 0.392], "relative_energy_kcal_mol": 12.7, "e_tot_ha": -8587.0137, "total_charge": 0}